1.
A single C6H9N molecule. Source: OMol25; level of theory: ωB97M-V/def2-TZVPD.

## Properties
ΔE to the lowest compared entry with this formula, charge and spin	71.9	kcal/mol
spin multiplicity	1
Kohn-Sham gap	7.62	eV
largest force on an atom	0.5	eV/A
SMILES	CC1=C=C[C@@H](C)N1
lowest unoccupied orbital energy	0.357	eV

Positions of all 16 atoms, in Å:
C: -1.38 2.10 -0.13
C: -0.48 1.00 0.33
C: -0.56 0.34 1.62
C: 0.42 -0.61 1.45
C: 1.05 -0.67 0.09
C: 0.56 -1.94 -0.63
N: 0.46 0.53 -0.50
H: -2.24 2.13 0.55
H: -1.73 1.95 -1.16
H: -0.87 3.06 -0.08
H: 0.71 -1.38 2.17
H: 2.15 -0.59 0.08
H: 1.28 -2.35 -1.34
H: -0.38 -1.72 -1.15
H: 0.34 -2.72 0.11
H: 0.67 0.88 -1.42

=====

2.
A molecular structure, C6H9N. Source: OMol25; level of theory: ωB97M-V/def2-TZVPD.

## Properties
ΔE to the lowest compared entry with this formula, charge and spin	78.8	kcal/mol
spin multiplicity	1
Kohn-Sham gap	9.99	eV
largest force on an atom	4.5	eV/A
lowest unoccupied orbital energy	1.054	eV

Positions of all 16 atoms, in Å:
C: -0.50 -1.60 1.56
C: -0.38 -0.70 0.61
C: -0.46 -0.76 -0.96
C: -0.53 1.50 -0.39
C: 0.25 0.69 0.67
C: 1.32 0.62 -0.49
H: -0.29 -1.34 2.54
H: -0.75 -2.65 1.28
H: -1.38 -0.96 -1.43
H: 0.25 -1.51 -1.37
H: -1.62 1.43 -0.23
H: -0.30 2.59 -0.69
H: 0.69 0.99 1.67
H: 1.91 1.49 -0.60
H: 1.78 -0.38 -0.82
N: 0.00 0.59 -1.36

=====

3.
A molecular structure, C6H9N. Source: OMol25; level of theory: ωB97M-V/def2-TZVPD.

## Properties
ΔE to the lowest compared entry with this formula, charge and spin	96.3	kcal/mol
spin multiplicity	1
Kohn-Sham gap	10.18	eV
largest force on an atom	4.9	eV/A
lowest unoccupied orbital energy	1.024	eV

Positions of all 16 atoms, in Å:
C: 2.25 -0.24 -0.01
C: 0.94 -0.04 0.03
C: 0.26 1.33 -0.11
C: -1.09 -0.42 -0.99
C: -0.30 -1.02 0.11
C: -1.17 -0.15 0.93
H: 2.71 -1.31 -0.20
H: 2.91 0.67 0.22
H: 0.69 1.93 -0.93
H: 0.33 1.95 0.85
H: -0.81 -0.38 -2.06
H: -2.07 -0.94 -0.90
H: -0.12 -2.12 0.24
H: -2.22 -0.26 0.93
H: -1.16 0.03 2.11
N: -1.17 0.95 -0.21

=====

4.
A molecular structure, C6H9N. Source: OMol25; level of theory: ωB97M-V/def2-TZVPD.

## Properties
ΔE to the lowest compared entry with this formula, charge and spin	147.2	kcal/mol
spin multiplicity	1
Kohn-Sham gap (alpha / beta)	8.25 / 6.76	eV
largest force on an atom	0.6	eV/A
lowest unoccupied orbital energy (alpha / beta)	0.248 / 0.177	eV

Positions of all 16 atoms, in Å:
C: 1.37 -0.76 0.89
C: 1.13 0.14 -0.30
C: -0.11 -0.23 -1.16
C: -1.70 -0.18 0.07
C: 0.11 1.19 -0.28
C: -1.08 1.06 0.64
N: -1.54 1.73 1.55
H: 0.44 -1.02 1.40
H: 1.86 -1.68 0.57
H: 2.01 -0.25 1.62
H: 2.03 0.38 -0.87
H: -0.13 0.02 -2.22
H: -2.56 -0.07 -0.59
H: -0.33 -1.29 -1.02
H: -1.72 -1.10 0.66
H: 0.29 2.08 -0.89

=====

5.
A single C6H9N molecule. Source: OMol25; level of theory: ωB97M-V/def2-TZVPD.

## Properties
ΔE to the lowest compared entry with this formula, charge and spin	48.9	kcal/mol
spin multiplicity	1
Kohn-Sham gap	8.76	eV
largest force on an atom	5.0	eV/A
SMILES	CCc1cc[nH]c1
lowest unoccupied orbital energy	1.068	eV

Positions of all 16 atoms, in Å:
C: 1.88 0.18 1.37
C: 0.70 -0.76 1.01
C: -0.05 -0.30 -0.22
C: -0.18 -0.69 -1.57
C: -1.39 -0.05 -1.96
N: -1.95 0.78 -0.89
C: -1.00 0.74 0.09
H: 2.78 -0.20 1.79
H: 2.05 0.81 0.47
H: 1.52 0.94 2.10
H: 1.33 -1.72 0.87
H: -0.13 -0.66 1.85
H: 0.43 -1.28 -2.18
H: -2.02 -0.29 -2.84
H: -2.71 1.41 -0.92
H: -1.26 1.07 1.02

=====

6.
2 unconnected molecules or ions with the total composition C6H9N. Source: OMol25; level of theory: ωB97M-V/def2-TZVPD.

## Properties
ΔE to the lowest compared entry with this formula, charge and spin	111.4	kcal/mol
spin multiplicity	1
Kohn-Sham gap	8.40	eV
largest force on an atom	1.1	eV/A
lowest unoccupied orbital energy	0.003	eV

Positions of all 16 atoms, in Å:
C: -1.72 0.62 0.01
C: -0.85 0.06 -1.07
C: 1.11 0.82 -0.32
C: 1.54 0.60 1.08
C: -0.27 -1.18 -1.06
C: -0.18 -1.97 0.12
N: -0.06 -2.56 1.11
H: -1.56 0.10 0.96
H: -1.48 1.68 0.13
H: -2.78 0.53 -0.25
H: -0.97 0.52 -2.05
H: 1.91 0.39 -0.95
H: 2.10 -0.31 1.37
H: 2.27 1.44 1.02
H: 0.85 0.88 1.88
H: 0.11 -1.62 -1.98

=====

7.
A single C6H9N molecule. Source: OMol25; level of theory: ωB97M-V/def2-TZVPD.

## Properties
ΔE to the lowest compared entry with this formula, charge and spin	134.8	kcal/mol
spin multiplicity	1
Kohn-Sham gap	8.72	eV
largest force on an atom	0.4	eV/A
lowest unoccupied orbital energy	0.547	eV

Positions of all 16 atoms, in Å:
C: 1.56 -0.70 0.91
C: 0.57 -0.36 -0.17
C: 0.84 0.52 -1.16
C: -0.52 1.46 0.47
C: -1.54 0.32 0.44
N: -1.92 -0.41 -0.76
C: -0.82 -0.91 0.04
H: 1.10 -0.53 1.89
H: 2.46 -0.09 0.83
H: 1.84 -1.76 0.83
H: 1.79 1.05 -1.17
H: 0.18 0.69 -2.00
H: -0.75 2.15 -0.37
H: -2.28 0.34 1.24
H: -1.63 0.06 -1.61
H: -0.93 -1.89 0.49

=====

8.
A single C6H9N molecule. Source: OMol25; level of theory: ωB97M-V/def2-TZVPD.

## Properties
ΔE to the lowest compared entry with this formula, charge and spin	119.9	kcal/mol
spin multiplicity	1
Kohn-Sham gap	9.56	eV
largest force on an atom	0.7	eV/A
lowest unoccupied orbital energy	-0.050	eV

Positions of all 16 atoms, in Å:
C: 2.15 0.38 0.14
C: 1.40 -0.88 -0.22
C: 1.94 -2.07 -0.28
C: -0.08 -0.86 -0.61
N: -0.93 -0.47 0.50
C: -2.23 0.05 0.13
C: -1.19 0.95 0.66
H: 2.07 1.09 -0.69
H: 3.20 0.17 0.32
H: 1.72 0.84 1.04
H: -0.18 -0.18 -1.48
H: -0.38 -1.86 -0.94
H: -3.07 -0.26 0.75
H: -2.48 0.14 -0.94
H: -0.72 1.64 -0.05
H: -1.23 1.32 1.68

=====

9.
A molecular structure, C6H9N. Source: OMol25; level of theory: ωB97M-V/def2-TZVPD.

## Properties
ΔE to the lowest compared entry with this formula, charge and spin	127.0	kcal/mol
spin multiplicity	1
Kohn-Sham gap	8.90	eV
largest force on an atom	3.8	eV/A
lowest unoccupied orbital energy	0.598	eV

Positions of all 16 atoms, in Å:
C: -1.41 0.11 1.15
C: 0.63 -0.20 -0.39
C: 0.42 0.70 0.71
C: -1.15 -1.29 -1.52
C: 1.60 -0.18 -1.33
C: 1.24 1.39 1.48
N: -0.53 -1.00 -0.46
H: -1.95 0.92 0.68
H: -2.00 -0.80 1.18
H: -1.22 0.29 2.21
H: -0.79 -1.01 -2.52
H: -2.06 -1.87 -1.44
H: 2.51 0.37 -1.16
H: 1.53 -0.79 -2.22
H: 2.32 1.31 1.40
H: 0.86 2.05 2.25

=====

10.
A molecular structure, C6H9N. Source: OMol25; level of theory: ωB97M-V/def2-TZVPD.

## Properties
ΔE to the lowest compared entry with this formula, charge and spin	90.7	kcal/mol
spin multiplicity	1
Kohn-Sham gap	9.83	eV
largest force on an atom	1.3	eV/A
lowest unoccupied orbital energy	1.059	eV

Positions of all 16 atoms, in Å:
C: -0.31 -0.13 -2.00
C: 0.39 0.02 -0.70
C: 0.57 -0.89 0.46
C: 1.54 0.22 0.90
N: 0.90 1.08 -0.14
C: -1.27 0.78 1.11
C: -0.82 -0.49 0.92
H: 0.47 -0.12 -2.76
H: -1.00 0.70 -2.18
H: -0.87 -1.07 -2.09
H: 0.81 -1.96 0.48
H: 1.55 0.55 1.94
H: 2.56 0.04 0.55
H: -1.10 1.65 0.48
H: -1.94 0.96 1.95
H: -1.49 -1.33 1.08

=====

11.
A single C6H9N molecule. Source: OMol25; level of theory: ωB97M-V/def2-TZVPD.

## Properties
ΔE to the lowest compared entry with this formula, charge and spin	110.0	kcal/mol
spin multiplicity	1
Kohn-Sham gap (alpha / beta)	8.40 / 8.36	eV
largest force on an atom	1.1	eV/A
lowest unoccupied orbital energy (alpha / beta)	-0.434 / -0.454	eV

Positions of all 16 atoms, in Å:
C: 1.53 1.23 0.52
C: 0.49 0.42 -0.23
C: -0.58 -0.16 0.75
C: -1.77 -0.38 -0.17
C: -1.35 -1.23 -1.31
C: 1.22 -0.67 -0.92
N: 1.83 -1.51 -1.44
H: 2.26 1.63 -0.19
H: 2.05 0.61 1.26
H: 0.99 2.02 1.03
H: -0.80 0.55 1.56
H: -0.29 -1.10 1.24
H: -2.61 -0.95 0.27
H: -2.17 0.59 -0.48
H: -0.81 -2.10 -0.86
H: 0.01 1.06 -1.02

=====

12.
A single C6H9N molecule. Source: OMol25; level of theory: ωB97M-V/def2-TZVPD.

## Properties
ΔE to the lowest compared entry with this formula, charge and spin	101.4	kcal/mol
spin multiplicity	1
Kohn-Sham gap	8.11	eV
largest force on an atom	0.6	eV/A
lowest unoccupied orbital energy	0.964	eV

Positions of all 16 atoms, in Å:
C: -0.64 -1.83 -0.32
C: -0.87 -0.51 0.33
C: -1.20 0.75 -0.29
C: 0.19 0.94 0.12
C: 1.26 1.46 -0.79
C: 0.48 0.28 1.32
N: -0.71 -0.43 1.74
H: -1.63 -2.28 -0.49
H: -0.16 -1.72 -1.30
H: -0.07 -2.50 0.32
H: -1.30 0.74 -1.38
H: 2.19 1.66 -0.25
H: 0.92 2.37 -1.28
H: 1.47 0.72 -1.58
H: 1.46 0.10 1.75
H: -1.40 0.25 2.09

=====

13.
A molecular structure, C6H9N. Source: OMol25; level of theory: ωB97M-V/def2-TZVPD.

## Properties
ΔE to the lowest compared entry with this formula, charge and spin	106.9	kcal/mol
spin multiplicity	1
Kohn-Sham gap	9.57	eV
largest force on an atom	3.2	eV/A
lowest unoccupied orbital energy	1.181	eV

Positions of all 16 atoms, in Å:
C: -1.52 -0.45 -1.18
N: -0.60 -0.79 -0.11
C: -0.15 0.14 1.30
C: 1.10 -0.73 1.15
C: 0.78 -0.44 -0.35
C: 0.87 1.10 -0.37
C: 0.29 1.48 0.78
H: -1.50 0.61 -1.48
H: -1.21 -1.04 -2.06
H: -2.56 -0.75 -0.97
H: -1.11 -0.25 1.53
H: 0.92 -1.76 1.44
H: 2.06 -0.35 1.51
H: 1.25 -0.97 -1.18
H: 1.21 1.72 -1.19
H: 0.18 2.48 1.20

=====

14.
2 unconnected molecules or ions with the total composition C6H9N. Source: OMol25; level of theory: ωB97M-V/def2-TZVPD.

## Properties
ΔE to the lowest compared entry with this formula, charge and spin	126.4	kcal/mol
spin multiplicity	1
Kohn-Sham gap	8.59	eV
largest force on an atom	4.4	eV/A
lowest unoccupied orbital energy	0.885	eV

Positions of all 16 atoms, in Å:
C: 2.61 -2.21 -0.12
C: -0.36 -0.44 -1.94
C: -1.53 -0.25 -1.59
C: 2.33 -0.34 1.45
C: -2.91 -0.04 -1.21
C: 1.46 0.86 1.66
N: 2.49 -1.15 0.44
H: 0.62 -0.57 -2.33
H: 3.26 -2.21 -0.95
H: 3.14 -0.35 2.15
H: -3.55 0.49 -1.97
H: -3.03 0.56 -0.39
H: -3.33 -1.01 -0.95
H: 0.75 0.62 2.43
H: 0.79 0.98 0.82
H: 2.06 1.68 2.04

=====

15.
A molecular structure, C6H9N. Source: OMol25; level of theory: ωB97M-V/def2-TZVPD.

## Properties
ΔE to the lowest compared entry with this formula, charge and spin	101.7	kcal/mol
spin multiplicity	1
Kohn-Sham gap	10.03	eV
largest force on an atom	1.8	eV/A
lowest unoccupied orbital energy	1.058	eV

Positions of all 16 atoms, in Å:
C: 1.37 1.44 0.00
C: 0.58 0.55 -0.82
N: 1.95 0.12 -0.33
C: 1.03 -1.12 0.07
C: -0.29 -0.38 -0.03
C: -1.32 -0.02 1.00
C: -1.74 -0.62 -0.32
H: 1.06 1.73 1.00
H: 1.72 2.27 -0.62
H: 0.53 0.55 -1.89
H: 1.38 -1.53 0.99
H: 1.08 -1.84 -0.77
H: -1.53 1.03 1.20
H: -1.43 -0.66 1.88
H: -2.18 -1.61 -0.34
H: -2.20 0.08 -1.03